The following is a quantum chemistry calculation of a cluster of 13 separate species, C7H37O13 in total at a distorted geometry, from the OMol25 dataset.

```
57
Properties=species:S:1:pos:R:3:forces:R:3:lowdin_charge:R:1
C -1.32094 -2.63649 2.11196 -1.2 -0.3 1.1 -0.267
O -0.78119 -1.81191 3.14057 0.1 -0.1 -0.1 -0.111
C -0.66542 -2.57097 0.75353 0.9 0.9 -0.3 -0.154
C -1.09202 -1.36784 -0.12309 0.1 -0.5 0.2 -0.181
C -1.21331 -0.06733 0.65879 -0.3 0.3 -0.2 -0.150
C -2.41852 1.11018 -1.17024 -0.8 -0.8 -0.5 0.048
C -1.49649 1.14224 -0.21505 0.2 0.3 -0.4 -0.344
C -0.65930 2.38014 -0.01819 0.1 -0.1 0.9 -0.046
H -1.43205 -3.66425 2.49474 0.8 -0.1 -0.2 0.105
H -2.38922 -2.37199 2.13366 0.0 0.3 -0.8 0.115
H 0.42193 -2.45957 0.86209 0.0 -0.3 0.5 0.101
H -0.79642 -3.52141 0.23738 -0.2 0.1 -0.2 0.117
H -0.40102 -1.16671 -0.94528 0.2 -0.4 0.2 0.093
H -1.97869 -1.70243 -0.62756 -0.8 0.4 -0.1 0.077
H -0.28789 0.10923 1.20736 0.1 0.0 0.0 0.102
H -2.00859 -0.12213 1.40411 0.0 -0.1 0.2 0.106
H -2.78915 1.89874 -1.81611 0.7 0.5 0.2 0.067
H -2.91157 0.17566 -1.43336 0.0 -0.1 0.4 0.051
H -1.03488 3.00851 0.79349 -0.4 0.2 -0.2 0.087
H -0.59267 2.94671 -0.94300 -0.4 0.0 0.4 0.050
H 0.33520 2.14093 0.36396 0.1 -0.2 -0.5 0.065
H 3.48212 -1.49686 0.41286 -0.1 -0.1 0.2 0.003
H 1.88139 -0.59355 1.95909 0.9 -0.5 -0.3 -0.012
O 2.80568 -0.82033 0.50669 -0.6 0.5 0.4 -0.339
H -2.40036 -0.67374 4.36783 0.0 -0.3 -0.2 0.030
H 0.11629 -1.50131 2.93075 0.1 -0.1 0.1 0.025
O -2.45716 0.28293 4.30744 -0.1 0.3 0.2 -0.054
H -2.10164 -2.51410 -3.50737 0.7 0.2 -0.1 0.006
H -3.27336 -1.87545 -2.74538 0.0 0.0 -0.1 0.022
O -2.66696 -2.62038 -2.74190 -0.9 -0.3 0.3 -0.069
H 0.58799 3.30925 -1.80738 0.1 -0.1 -0.3 -0.021
H 1.69052 3.95167 -2.56780 0.0 0.0 -0.2 0.042
O 0.73444 3.83918 -2.60332 0.2 0.2 0.1 -0.065
H 2.48789 -1.79654 -2.01543 0.2 0.1 0.2 0.051
H 1.71026 -1.56538 -0.64184 1.1 -0.4 -0.7 0.009
O 1.75749 -2.11554 -1.48128 -0.8 -0.1 0.2 -0.106
H 4.51863 1.54686 0.11330 0.0 0.2 -0.2 0.025
H 3.56206 0.30362 -0.00648 0.3 -0.1 -0.6 -0.032
O 4.15764 0.96751 -0.56648 0.4 0.1 0.6 -0.158
H 0.09650 -1.27814 -3.48132 -0.1 0.1 -0.4 0.007
H 0.41992 -2.53293 -2.72669 -0.2 0.1 -0.4 0.014
O -0.03558 -2.23341 -3.54358 0.3 -0.1 0.3 -0.087
H 2.47886 1.36337 1.70908 -0.1 -0.1 0.2 -0.008
H 2.29482 2.49055 2.76194 -0.1 -0.3 0.1 0.033
O 2.58188 2.30884 1.86547 0.3 0.4 -0.3 -0.054
H 2.41452 -0.54066 3.43751 0.2 -0.2 -0.2 0.054
H -1.54026 0.50486 4.12850 0.2 0.1 -0.1 0.041
O 1.61712 -0.55013 2.90608 -0.7 0.4 0.3 -0.083
H 2.91484 1.46738 -1.68634 -0.9 0.4 0.1 0.057
H 2.05276 0.34358 -1.57111 -0.7 0.0 0.3 0.022
O 1.93797 1.27323 -1.83205 1.4 -0.5 0.2 -0.095
H -3.29383 1.55920 2.99161 0.2 -0.4 -0.4 -0.013
H -3.31186 1.93007 1.43318 0.3 -0.4 0.1 -0.003
O -3.64274 2.14394 2.30862 -0.5 0.8 0.2 -0.068
H 0.36498 1.84138 -4.20938 -0.1 0.1 0.0 0.010
H 0.99667 0.91970 -3.19049 0.0 0.3 -0.7 -0.018
O 0.57273 0.91196 -4.08409 0.0 -0.3 0.3 -0.095
```
Positions in Å, forces in eV/Å.

Energy relative to the best compared isomer or geometry (same formula, charge and spin) (kcal/mol): 3.8
Kohn-Sham gap (eV): 9.281
HOMO level (eV): -6.70
Net charge: -1



The following is a quantum chemistry calculation of a cluster of 14 separate species, C7H38O14 in total at a distorted geometry, from the OMol25 dataset.

```
59
Properties=species:S:1:pos:R:3:forces:R:3:lowdin_charge:R:1
C 1.51710 3.96557 -1.61445 -0.3 -0.2 0.7 -0.079
C 0.06845 3.42351 -1.56682 0.0 -0.8 0.2 -0.195
C -0.00008 2.00929 -0.97482 -0.4 1.3 -0.2 -0.289
C 0.10209 1.87845 0.35089 -0.5 -0.5 -0.1 -0.156
C 0.14026 0.60464 1.03885 0.0 0.1 0.4 -0.095
C 0.17890 0.48238 2.37145 0.9 -1.0 -0.1 -0.182
O 0.23906 -0.69781 3.03099 0.0 -0.4 0.7 -0.023
C -0.27117 0.89576 -1.92920 0.1 -1.0 -0.2 -0.039
H 1.90197 4.12499 -2.61656 0.0 0.1 -0.1 0.066
H 2.15684 3.28113 -1.05852 0.2 0.0 -0.3 0.039
H 1.56404 4.87509 -1.01731 0.1 0.3 -0.3 0.072
H -0.36503 3.38619 -2.56262 -0.1 0.2 -0.1 0.093
H -0.55838 4.05999 -0.94237 0.0 0.2 -0.1 0.106
H 0.02119 2.75915 0.98554 0.4 0.2 -0.1 0.123
H 0.19398 -0.29993 0.44589 -0.2 0.0 0.0 0.107
H 0.37105 1.25820 3.10449 -0.6 0.5 -0.3 0.129
H 0.39296 -1.50839 2.49252 -0.1 0.7 -0.5 0.039
H -0.32345 1.21958 -2.96853 0.2 0.2 0.0 0.080
H -1.22880 0.38710 -1.75494 0.0 0.3 0.3 0.076
H 0.45576 0.08085 -1.87204 0.2 0.1 0.0 0.066
H -2.83439 -3.18849 -0.27514 0.0 -0.1 -0.1 0.023
H -3.97986 -3.18321 -1.29387 0.0 -0.2 0.0 0.030
O -3.07134 -3.47818 -1.16860 0.1 0.3 0.1 -0.052
H -3.17655 2.29542 -2.41774 0.0 0.4 0.1 0.050
H -3.65423 1.13643 -1.57346 -0.3 0.1 0.2 -0.001
O -3.51453 2.10558 -1.53691 0.1 -0.3 -0.4 -0.070
H 3.33343 0.82706 -0.83603 0.3 0.0 0.1 0.069
H 3.60182 -0.50216 -0.03460 0.3 0.6 0.4 0.041
O 2.97810 -0.03307 -0.60079 -0.6 -0.3 -0.6 -0.038
H 0.10797 -3.95518 -1.75561 -0.1 0.1 0.1 0.060
H 1.32465 -2.98326 -1.79727 -0.3 0.0 -0.1 0.017
O 0.50091 -3.19750 -1.31101 0.5 0.2 -0.1 -0.059
H -1.27361 -2.80625 2.90766 -0.1 0.5 0.1 0.013
H -2.36882 -2.10658 2.01664 0.2 0.4 0.2 -0.011
O -2.05553 -2.94614 2.37554 -0.3 -0.9 -0.2 -0.057
H -4.44007 -0.81143 -0.48629 0.2 0.5 -0.1 0.023
H -3.52579 -1.08200 -1.62919 -0.3 0.3 -0.1 0.046
O -4.29939 -0.52921 -1.40738 0.4 -0.8 -0.2 -0.066
H 3.13343 -2.96015 0.75484 0.1 -0.1 0.1 0.035
H 3.06125 -3.24601 2.24233 -0.1 -0.1 -0.1 0.048
O 3.64705 -2.88133 1.56945 0.0 0.1 -0.1 -0.044
H -2.07422 2.05755 0.96443 -0.3 0.0 -0.3 0.018
H -3.51757 2.14150 0.37284 0.6 0.1 -0.1 0.028
O -3.01141 1.92800 1.17459 -0.2 -0.2 0.5 -0.054
H 3.63542 0.55662 2.52554 -0.2 -0.6 0.1 0.044
H 3.45267 -1.01742 2.14563 0.2 0.5 0.3 0.016
O 3.94178 -0.18831 1.99261 0.3 0.2 -0.2 -0.066
H 0.14110 -3.60116 1.40923 0.0 0.3 0.3 0.072
H 0.82327 -2.68530 0.46576 -0.2 0.0 0.3 0.031
O 0.72968 -2.82764 1.43550 0.1 -0.6 -0.7 -0.071
H 1.92110 2.97717 1.62550 0.1 -0.3 -0.1 0.023
H 2.89585 1.91263 1.04584 -0.4 -0.1 0.1 0.000
O 2.77479 2.85605 1.20083 0.7 0.3 0.2 -0.046
H 3.59699 -2.06266 -2.99942 0.2 0.4 0.1 0.047
H 2.82018 -1.17763 -1.86755 0.6 0.0 -0.4 -0.003
O 2.85823 -2.00654 -2.39541 -0.9 -0.6 0.3 -0.073
H -3.20712 0.14670 1.39082 -0.1 0.2 -0.3 0.033
H -4.34767 -0.89028 1.63207 0.5 0.1 0.1 0.085
O -3.48431 -0.77939 1.19618 -0.6 -0.3 0.5 -0.075
```
Positions in Å, forces in eV/Å.

Energy relative to the best compared isomer or geometry (same formula, charge and spin) (kcal/mol): 34.0
Kohn-Sham gap (eV): 7.990
HOMO level (eV): -7.84



The following is a quantum chemistry calculation of a cluster of 3 separate species, C7H3Cl2NO4 in total at a distorted geometry, from the OMol25 dataset.

```
17
Properties=species:S:1:pos:R:3:forces:R:3:lowdin_charge:R:1
C -0.89685 1.91592 1.28722 -0.7 -0.5 0.5 -0.126
C -1.28718 1.99619 -0.03670 0.0 -1.5 1.6 -0.170
C -1.41688 1.01269 2.27068 0.2 -1.6 0.1 -0.143
C -4.70262 -2.71937 0.70979 0.4 2.6 3.3 -0.466
C -2.65476 -0.13473 -0.16402 -2.4 -1.2 -1.3 -0.375
C -2.17057 1.11735 -0.63162 1.1 0.4 -0.2 -0.619
C -1.93939 -0.85262 0.93260 1.4 -2.4 0.7 -0.474
N -1.80291 -0.25417 2.11492 -0.4 3.4 0.9 0.122
O -4.72537 -1.96562 1.60686 -0.2 -0.5 -0.9 0.167
O -3.64412 -0.70547 -0.70778 1.5 0.5 0.7 -0.034
O -1.51932 -2.02671 0.90187 -0.9 1.0 -1.5 0.020
O -4.70755 -3.56727 -0.04009 -0.1 -2.1 -2.4 0.216
Cl -2.30074 1.36114 -2.33384 -0.7 0.2 -1.1 0.643
Cl 8.69349 5.68484 -6.63058 0.0 0.0 0.0 -1.000
H -0.11746 2.59407 1.51349 0.3 0.8 1.0 0.060
H -0.81931 2.81114 -0.54409 -0.1 0.2 -0.8 0.086
H -1.47562 1.23667 3.34867 0.6 0.6 -0.5 0.093
```
Positions in Å, forces in eV/Å.

Energy relative to the best compared isomer or geometry (same formula, charge and spin) (kcal/mol): 18.2
Kohn-Sham gap (eV): 6.747
HOMO level (eV): -2.36
Net charge: -2



The following is a quantum chemistry calculation of a cluster of 2 separate species, C7H3NO4 in total at a distorted geometry, from the OMol25 dataset.

```
15
Properties=species:S:1:pos:R:3:forces:R:3:lowdin_charge:R:1
C -2.71963 0.45592 -0.56701 -0.6 -0.1 0.3 -0.412
C -2.68017 1.74287 0.09767 0.0 0.4 0.2 -0.024
C -2.63448 2.81365 0.64469 0.0 -0.6 -0.3 0.186
C -1.51348 0.13336 -1.34469 1.9 -0.6 -1.4 -0.073
C 1.93787 -1.61839 1.48161 0.0 -0.4 0.6 -0.524
C 2.58985 -1.13273 -0.57287 0.2 0.0 -0.2 -0.054
C 1.62903 -0.28578 -0.25296 0.3 0.2 0.1 -0.101
H -2.60473 3.76055 1.13080 0.0 0.0 0.0 0.049
H 3.19812 -1.27727 -1.45575 -0.2 0.1 0.3 0.135
H 1.15898 0.53294 -0.76437 0.2 -0.1 0.1 0.095
N -0.56209 -0.12826 -1.96753 -2.3 0.5 1.0 0.199
O -3.64480 -0.31503 -0.51093 0.4 0.3 -0.1 0.154
O 1.84003 -2.13309 2.55490 0.1 0.4 -0.7 0.159
O 2.80831 -1.98081 0.49737 -0.1 0.0 0.2 0.106
O 1.19716 -0.56795 1.02906 0.0 -0.1 0.0 0.104
```
Positions in Å, forces in eV/Å.

Structure (SMILES): C#CC(=O)C#N.O=c1occo1
Energy relative to the best compared isomer or geometry (same formula, charge and spin) (kcal/mol): 41.1
Kohn-Sham gap (eV): 7.920
HOMO level (eV): -9.49



The following is a quantum chemistry calculation of an isolated molecule of C7H3NS at a distorted geometry, from the OMol25 dataset.

```
12
Properties=species:S:1:pos:R:3:forces:R:3:lowdin_charge:R:1
C -1.38381 0.37578 -0.00957 0.1 0.2 0.0 -0.146
C 0.10151 -1.70379 0.00386 0.0 0.1 0.0 -0.001
C -1.28727 1.72632 0.00052 0.2 0.2 0.0 -0.400
C -0.10468 -0.25654 -0.00572 0.3 0.3 0.0 -0.321
C 0.90991 0.67398 -0.00375 3.0 -1.4 0.0 -0.432
C 1.40630 -1.88458 0.00052 1.6 -0.1 0.0 -0.057
C 2.71239 0.08041 0.00546 -2.1 1.6 0.0 0.058
N 2.39458 -1.15549 -0.00022 -2.5 -0.4 0.0 0.023
S 0.35350 2.28106 0.00302 -0.2 -0.3 0.0 0.998
H -2.30775 -0.17381 -0.01239 -0.2 0.0 0.0 0.109
H -0.70824 -2.40586 0.01341 0.0 -0.2 0.0 0.107
H -2.08642 2.44251 0.00487 -0.2 0.1 0.0 0.062
```
Positions in Å, forces in eV/Å.

Kohn-Sham gap (spin up / spin down) (eV): 7.654 / 7.666
HOMO level (spin up / spin down) (eV): -8.86 / -8.87



The following is a quantum chemistry calculation of a structure of composition C7H4 at a distorted geometry, from the OMol25 dataset.

```
11
Properties=species:S:1:pos:R:3:forces:R:3:lowdin_spin:R:1
C 1.75491 -0.94423 -0.12510 2.5 -4.9 -2.2 0.615
C 2.58509 0.02876 -0.08502 -1.8 0.9 0.5 0.131
C -0.20160 0.09630 -1.16095 -0.7 -0.8 -0.4 0.112
C 0.37621 1.31381 -0.71250 0.8 -1.0 -0.6 0.644
C 0.33287 -1.07629 -0.35125 0.0 1.3 -0.3 0.142
C 1.37056 0.91197 0.27956 0.3 2.8 2.0 0.204
C -0.06637 0.16495 0.41502 0.1 0.8 0.9 0.109
H -1.10140 0.02752 -1.74461 -0.2 0.1 0.0 0.003
H -0.21334 -2.00519 -0.34076 -0.2 0.1 0.1 0.009
H 1.62416 1.59513 1.07932 -0.6 0.4 0.1 0.016
H -0.82567 0.34097 1.15209 -0.2 0.3 0.1 0.015
```
Positions in Å, forces in eV/Å.

Energy relative to the best compared isomer or geometry (same formula, charge and spin) (kcal/mol): 56.5
Kohn-Sham gap (spin up / spin down) (eV): 6.667 / 6.172
HOMO level (spin up / spin down) (eV): -6.05 / -8.75
Multiplicity: 3



Calculated values (a.u.) of DFT total energy for the records, taken in order: -1267.08933; -1342.85932; -1544.73825; -624.13580; -721.27201; -268.70479.